# 1
Entry from the OMol25 dataset: 2 unconnected molecules or ions with the total composition H2NO3S (the ωB97M-V functional and the def2-TZVPD basis).

Last column: Löwdin charge in e.
Cartesian coordinates (Å):
N 0.56 -0.07 1.02  -0.27
O -2.99 -1.43 2.00  -0.51
O -1.48 -3.32 2.10  -0.51
O -0.10 -1.08 0.36  -0.52
S -1.62 -1.86 2.18  0.77
H 0.13 -0.13 2.03  0.00
H 0.25 0.83 0.53  0.04

Output
**HOMO energy (spin up / spin down)**: -2.59 / -2.60 eV
**Kohn-Sham gap (spin up / spin down)**: 6.545 / 6.550 eV
**Energy relative to the best compared isomer or geometry (same formula, charge and spin)**: 3.5620 eV
**M**: 96.1 g mol⁻¹
**Total charge**: -1

# 2
Entry from the OMol25 dataset: a gas-phase ion, H2NO3S2 (charge -1) (the ωB97M-V functional and the def2-TZVPD basis).

Last column: Löwdin charge in e.
Cartesian coordinates (Å):
N 2.74 0.11 0.28  -0.55
O -1.08 -0.68 -1.36  -0.45
O -1.09 -2.13 0.54  -0.44
O 0.01 0.29 0.85  -0.35
S 1.96 -1.26 -0.11  0.49
S -0.31 -1.06 -0.13  0.48
H 2.67 0.70 -0.48  -0.11
H 0.97 0.38 0.74  -0.07

Output
**HOMO energy**: -4.02 eV
**Kohn-Sham gap**: 7.790 eV
**Energy relative to the best compared isomer or geometry (same formula, charge and spin)**: 1.8706 eV
**M**: 128.2 g mol⁻¹
**Total charge**: -1

In order of appearance, F_max = 2.3 3.1 eV Å⁻¹.